[1]
{
  "formula": "C4H7NO",
  "method": "wB97M-V/def2-TZVPD",
  "energy_ev": -7797.0130,
  "e_above_lowest_kj_mol": 253.9,
  "symbols": ["N", "C", "O", "C", "C", "C", "H", "H", "H", "H", "H", "H", "H"],
  "positions_angstrom": [[2.288, -0.266, 0.124], [1.069, 0.110, -0.156], [1.161, 1.116, -0.960], [-0.213, -0.434, 0.315], [-1.405, -0.342, -0.609], [-1.331, 0.549, 0.581], [2.532, -1.025, 0.749], [2.395, 0.770, -0.699], [-0.141, -1.304, 0.960], [-1.230, 0.103, -1.583], [-2.097, -1.179, -0.593], [-1.969, 0.341, 1.434], [-1.100, 1.596, 0.411]],
  "lowdin_charge": [0.104, -0.535, -0.016, -0.206, -0.101, -0.100, 0.080, 0.209, 0.138, 0.109, 0.104, 0.104, 0.110]
}



[2]
{
  "formula": "C11H15N5S3W",
  "method": "wB97M-V/def2-TZVPD",
  "energy_ev": -53388.2755,
  "charge": 4,
  "multiplicity": 3,
  "symbols": ["W", "C", "C", "N", "N", "C", "N", "S", "C", "C", "C", "C", "C", "N", "H", "H", "H", "H", "H", "H", "H", "H", "H", "H", "S", "C", "N", "C", "C", "S", "H", "H", "H", "H", "H"],
  "positions_angstrom": [[-0.214, -0.477, -0.145], [0.609, -2.986, 3.410], [0.589, -2.035, 2.280], [-0.347, -1.933, 1.369], [-1.537, -2.646, 1.459], [-2.649, -2.019, 1.048], [-3.831, -2.543, 1.174], [-2.489, -0.417, 0.303], [1.652, -1.028, 2.108], [2.764, -0.939, 2.902], [3.658, 0.136, 2.711], [3.382, 1.083, 1.747], [2.236, 0.942, 0.971], [1.392, -0.095, 1.127], [-0.271, -3.616, 3.495], [0.725, -2.432, 4.347], [1.487, -3.634, 3.305], [-1.540, -3.556, 1.909], [-3.996, -3.440, 1.626], [-4.660, -2.056, 0.844], [2.960, -1.669, 3.676], [4.543, 0.217, 3.333], [4.030, 1.935, 1.583], [1.988, 1.676, 0.210], [0.238, -0.066, -2.313], [-0.066, -0.540, -4.021], [0.520, -1.542, -4.594], [0.206, -1.691, -6.051], [-0.635, -0.463, -6.461], [-1.043, 0.479, -4.923], [1.163, -2.172, -4.127], [-0.332, -2.628, -6.183], [1.151, -1.728, -6.590], [-1.582, -0.743, -6.916], [-0.098, 0.223, -7.112]],
  "mulliken_spin": [2.151, 0.002, -0.009, -0.007, -0.017, 0.016, -0.007, -0.057, 0.044, -0.003, 0.005, 0.008, -0.038, 0.008, 0.000, 0.003, 0.003, -0.002, 0.002, 0.000, 0.000, 0.000, 0.001, 0.004, -0.109, 0.005, 0.003, 0.000, 0.000, -0.007, -0.001, 0.000, 0.000, -0.001, 0.000]
}



[3]
{
  "formula": "C3H13N2O",
  "method": "wB97M-V/def2-TZVPD",
  "energy_ev": -8345.9491,
  "e_above_lowest_kj_mol": 56.8,
  "multiplicity": 2,
  "symbols": ["N", "C", "C", "N", "C", "H", "H", "H", "H", "H", "H", "H", "H", "H", "H", "H", "H", "H", "O"],
  "positions_angstrom": [[-0.554, -0.706, -1.592], [-0.436, -1.586, -0.377], [0.711, -1.129, 0.523], [1.055, 0.263, 0.371], [0.882, 1.088, 1.561], [-1.564, -0.663, -1.853], [-0.225, 0.213, -1.296], [0.017, -1.076, -2.390], [-1.416, -1.573, 0.108], [-0.316, -2.606, -0.737], [0.520, -1.408, 1.557], [1.555, -1.793, 0.302], [1.986, 0.387, 0.001], [0.678, 2.130, 1.339], [1.731, 1.134, 2.269], [0.063, 0.693, 2.170], [-0.809, 2.346, -0.460], [-2.331, 2.199, -0.471], [-1.547, 2.088, -1.029]],
  "mulliken_spin": [1.630, 0.753, 0.000, 0.178, 0.119, -0.338, -0.109, -0.721, -0.210, 0.001, 0.010, -0.146, -0.081, -0.045, -0.005, -0.023, 0.037, -0.031, -0.020]
}



[4]
{
  "formula": "C32H43N7RbSSb2",
  "method": "wB97M-V/def2-TZVPD",
  "energy_ev": -68876.3666,
  "e_above_lowest_kj_mol": 0.0,
  "charge": 1,
  "symbols": ["Rb", "C", "N", "C", "C", "N", "C", "C", "C", "C", "C", "C", "N", "C", "N", "C", "C", "C", "C", "C", "C", "N", "H", "H", "H", "H", "H", "H", "H", "H", "H", "H", "H", "H", "H", "H", "H", "C", "Sb", "C", "C", "C", "C", "C", "C", "C", "C", "C", "Sb", "C", "C", "H", "H", "H", "H", "H", "H", "H", "H", "H", "H", "H", "H", "H", "H", "H", "H", "H", "H", "H", "H", "S", "C", "N", "C", "C", "C", "N", "H", "H", "H", "H", "H", "H", "H", "H"],
  "positions_angstrom": [[0.650, 0.301, -1.521], [3.759, -2.392, -1.613], [3.550, -0.971, -1.444], [4.764, -0.204, -1.634], [4.485, 1.264, -1.533], [3.328, 1.833, -1.726], [3.568, 3.195, -1.589], [2.697, 4.274, -1.725], [3.205, 5.541, -1.527], [4.556, 5.744, -1.204], [5.436, 4.688, -1.083], [4.915, 3.416, -1.288], [5.481, 2.155, -1.260], [2.470, -3.150, -1.524], [1.271, -2.666, -1.682], [0.420, -3.757, -1.547], [-0.966, -3.827, -1.649], [-1.567, -5.058, -1.473], [-0.811, -6.206, -1.199], [0.567, -6.159, -1.106], [1.161, -4.916, -1.290], [2.477, -4.495, -1.274], [4.466, -2.820, -0.879], [4.197, -2.570, -2.602], [3.183, -0.799, -0.509], [5.157, -0.413, -2.636], [5.562, -0.466, -0.920], [1.660, 4.118, -1.994], [2.558, 6.400, -1.631], [4.916, 6.751, -1.055], [6.478, 4.848, -0.845], [6.441, 1.931, -1.062], [-1.549, -2.943, -1.875], [-2.641, -5.144, -1.553], [-1.316, -7.152, -1.072], [1.148, -7.050, -0.914], [3.293, -5.074, -1.175], [-0.752, 5.360, 0.024], [-0.553, 3.231, 0.129], [1.114, 3.323, 1.475], [-2.015, 2.887, 1.697], [-3.432, 2.965, 1.218], [-3.955, 4.218, 0.892], [-5.246, 4.372, 0.425], [-6.057, 3.256, 0.281], [-5.561, 2.012, 0.621], [-4.259, 1.841, 1.093], [-3.821, 0.459, 1.461], [-2.701, -0.564, -0.101], [-4.011, 0.024, -1.693], [-3.646, -2.476, 0.208], [-1.602, 5.656, -0.585], [0.157, 5.760, -0.421], [-0.858, 5.761, 1.030], [0.829, 3.902, 2.352], [1.945, 3.816, 0.975], [1.420, 2.327, 1.787], [-1.814, 3.654, 2.447], [-1.766, 1.923, 2.136], [-3.332, 5.092, 1.027], [-5.622, 5.357, 0.187], [-7.073, 3.356, -0.074], [-6.204, 1.144, 0.542], [-4.696, -0.169, 1.630], [-3.226, 0.448, 2.374], [-5.039, -0.213, -1.424], [-3.746, -0.513, -2.602], [-3.930, 1.095, -1.870], [-4.488, -2.357, 0.887], [-2.956, -3.213, 0.607], [-4.019, -2.836, -0.749], [1.687, -0.540, 1.543], [0.880, -1.974, 1.953], [1.440, -3.172, 1.751], [0.859, -4.441, 2.164], [-0.654, -4.310, 2.183], [-1.036, -3.104, 3.024], [-0.341, -1.936, 2.504], [2.369, -3.148, 1.365], [1.238, -4.719, 3.153], [1.172, -5.204, 1.452], [-1.107, -5.213, 2.588], [-1.016, -4.176, 1.159], [-0.769, -3.265, 4.074], [-2.107, -2.911, 2.976], [-0.669, -1.012, 2.737]],
  "lowdin_charge": [0.443, -0.152, -0.098, -0.144, -0.310, 0.121, -0.235, -0.043, -0.084, -0.079, -0.010, -0.185, 0.169, -0.324, 0.122, -0.229, -0.030, -0.090, -0.077, -0.022, -0.211, 0.167, 0.131, 0.138, -0.002, 0.136, 0.131, 0.088, 0.103, 0.106, 0.113, 0.167, 0.086, 0.106, 0.108, 0.116, 0.167, -0.324, 1.249, -0.310, -0.331, -0.287, -0.058, -0.074, -0.077, -0.063, -0.292, -0.330, 1.268, -0.320, -0.317, 0.001, -0.013, 0.016, 0.015, -0.006, -0.048, 0.072, 0.036, 0.099, 0.106, 0.106, 0.112, 0.055, 0.047, 0.013, 0.001, 0.007, 0.008, -0.032, 0.008, 0.584, -0.837, 0.030, -0.149, -0.148, -0.157, 0.013, 0.118, 0.128, 0.106, 0.129, 0.090, 0.130, 0.117, 0.114]
}



[5]
{
  "formula": "H32O16",
  "method": "wB97M-V/def2-TZVPD",
  "energy_ev": -33279.8252,
  "e_above_lowest_kj_mol": 492.9,
  "symbols": ["O", "H", "H", "O", "H", "H", "O", "H", "H", "O", "H", "H", "O", "H", "H", "O", "H", "H", "O", "H", "H", "O", "H", "H", "O", "H", "H", "O", "H", "H", "O", "H", "H", "O", "H", "H", "O", "H", "H", "O", "H", "H", "O", "H", "H", "O", "H", "H"],
  "positions_angstrom": [[-2.616, -0.181, 1.575], [-2.965, -0.967, 1.189], [-1.860, -0.674, 1.847], [-0.759, 2.435, -1.578], [-1.084, 2.093, -2.379], [0.172, 2.667, -1.739], [0.562, -2.112, -0.091], [1.387, -2.493, -0.114], [0.123, -2.646, -0.779], [-0.884, -2.206, 2.375], [-0.292, -2.186, 1.631], [-0.408, -1.811, 3.099], [1.239, -0.497, -2.865], [1.768, -1.220, -3.162], [1.095, -0.141, -3.714], [3.236, -2.274, -0.418], [3.227, -1.399, -0.178], [3.791, -2.714, 0.216], [-0.469, 2.350, 2.264], [-1.009, 3.115, 2.078], [-0.451, 2.059, 1.379], [2.908, 0.487, 0.366], [2.009, 0.611, 0.137], [3.028, 1.048, 1.113], [2.324, -1.131, 2.494], [3.057, -1.258, 3.099], [2.506, -0.473, 1.847], [-2.747, -2.032, -0.311], [-2.020, -1.699, -0.881], [-2.367, -2.800, 0.078], [1.916, 2.138, -2.290], [1.864, 1.211, -2.521], [2.213, 2.560, -3.113], [0.235, 0.483, 0.104], [0.469, -0.408, -0.096], [-0.085, 0.806, -0.741], [0.265, 0.087, 3.719], [1.050, -0.312, 3.281], [-0.161, 0.638, 3.018], [-2.604, 3.082, 0.437], [-3.092, 3.794, 0.005], [-2.459, 2.411, -0.244], [-1.264, -0.577, -2.180], [-1.555, -0.949, -3.027], [-0.305, -0.629, -2.279], [-3.288, 0.765, -1.017], [-3.218, 0.371, -0.157], [-2.486, 0.579, -1.476]],
  "lowdin_charge": [-0.045, -0.011, -0.026, -0.029, 0.023, 0.033, -0.010, -0.015, 0.097, -0.041, -0.014, 0.018, 0.011, 0.090, 0.066, -0.001, -0.046, 0.063, -0.036, 0.033, -0.029, -0.013, -0.016, 0.064, -0.017, 0.079, -0.021, -0.039, 0.014, 0.032, -0.036, -0.008, 0.073, -0.025, -0.025, 0.005, -0.094, -0.022, 0.010, -0.066, 0.044, -0.016, -0.060, 0.100, -0.010, -0.040, -0.006, -0.039]
}



> What is the formula in the fifth record?

H32O16